The following is a quantum chemistry calculation of a structure of composition C25H64N4O9, from OMol25.

## Properties
ΔE to the lowest compared entry with this formula, charge and spin in kcal/mol: 182.73
2S+1: 1
HOMO-LUMO gap in eV: 8.469
Total energy in Ha: -1886.611631

XYZ file:
```
102
Properties=species:S:1:pos:R:3:forces:R:3
C 16.8094 -24.0370 20.1790 -0.240 -0.409 -0.223
O 15.7812 -28.0690 24.5908 0.772 -0.273 -0.330
O 11.4476 -22.9833 19.6923 0.134 -0.663 -0.378
H 7.0952 -18.0740 12.4041 0.190 0.236 -0.116
C 15.0843 -25.1290 12.2526 -0.565 -0.312 0.301
H 13.4274 -22.3437 16.8028 0.393 -0.177 0.052
H 13.5982 -23.9335 21.2961 0.103 -0.120 0.262
H 14.1782 -25.5753 23.0827 -0.696 1.041 0.369
C 13.5449 -22.3344 15.7127 -0.863 0.401 0.771
H 17.5137 -26.2603 23.6392 0.020 0.045 0.078
H 12.1443 -23.1416 21.9513 0.214 0.294 -0.232
O 16.1862 -25.7630 8.4228 0.069 0.329 -0.233
H 18.0588 -26.3449 9.0356 0.045 -0.061 0.124
H 17.0327 -24.5650 6.9608 0.131 -0.036 0.003
H 17.1669 -26.3197 6.6902 -0.150 -0.089 -0.288
H 8.2797 -18.4431 11.0819 0.065 0.174 0.082
C 12.7766 -26.3116 24.5197 -0.216 0.547 0.658
H 7.7802 -21.4845 12.3037 -0.077 0.015 0.048
C 16.6915 -26.5499 22.9890 -0.434 -0.192 -0.692
C 12.5362 -24.0610 21.5015 -0.881 -0.091 0.355
H 15.1283 -29.0433 26.2828 0.251 -0.372 -0.036
H 11.8743 -21.9924 14.7050 -0.022 -0.073 0.426
C 12.7399 -19.4171 13.0595 0.272 -0.397 -0.207
H 9.1103 -21.7581 14.2753 0.083 0.021 0.024
H 6.8833 -19.4713 11.3668 0.021 -0.115 0.099
C 11.8711 -20.6384 12.7026 0.195 1.359 0.345
H 11.5881 -23.2979 11.3637 -0.031 0.023 -0.065
H 17.6455 -25.7383 11.4173 0.151 0.281 -0.108
H 10.8813 -24.8455 20.3053 0.210 -0.446 -0.039
H 13.2123 -19.5299 14.0361 -0.284 -0.085 0.153
H 9.9625 -22.5106 12.9505 0.208 0.046 -0.063
O 13.1158 -27.5732 23.9980 -2.146 -0.800 0.199
H 15.6231 -24.9432 13.1882 0.213 0.420 -0.200
H 12.5220 -21.5107 12.7466 -0.203 -0.229 -0.164
H 15.8749 -23.6608 17.6350 0.410 -0.265 0.112
H 18.1786 -24.4670 21.7169 -0.144 -0.140 0.409
C 7.6355 -18.8495 11.8667 -0.367 -0.189 -0.020
C 10.8167 -23.0548 18.4165 0.443 0.927 0.513
C 16.5172 -25.5267 7.0628 -0.217 0.493 0.663
H 15.5684 -25.4197 6.5445 0.087 -0.416 -0.300
C 13.2455 -25.2500 23.5492 -0.751 0.199 -1.520
H 11.4343 -23.5836 17.6888 -0.127 -0.204 -0.050
H 13.8260 -28.3642 25.2761 11.427 3.585 -2.937
H 15.5712 -25.7993 21.4992 -0.039 0.113 -0.013
H 16.3737 -23.1401 20.6319 0.100 0.058 0.097
C 13.7311 -24.4405 12.3298 0.867 0.093 0.598
C 17.2968 -25.5905 9.2672 0.273 0.142 0.725
H 12.2504 -17.6686 11.1831 -0.171 0.154 -0.180
H 9.8052 -23.4607 18.4879 0.030 -0.251 -0.054
H 13.7662 -21.2902 15.4813 0.257 -0.103 -0.327
H 11.3736 -25.0950 22.8415 -0.154 0.172 -0.415
H 14.7826 -23.0134 18.8374 0.197 0.076 0.331
H 11.1081 -24.7238 12.2558 0.109 -0.340 0.004
H 11.5107 -20.4575 11.6837 -0.004 -0.456 -0.152
O 12.9444 -24.8349 11.2379 -0.158 -0.371 0.043
H 14.8928 -26.2148 12.3089 -0.023 -0.035 -0.360
C 9.6587 -21.5449 13.3525 -0.662 0.569 0.304
H 14.3485 -23.0081 15.4181 0.034 0.054 -0.156
C 11.8076 -24.2822 20.1709 0.214 1.195 0.546
H 14.3651 -24.4771 18.0471 0.163 -0.309 -0.071
H 12.5317 -24.7438 19.4940 -0.459 -0.360 -0.275
N 12.2950 -25.1680 22.4237 0.220 -0.446 0.413
C 16.8195 -25.7333 10.7045 -0.434 -0.630 -0.236
H 15.0883 -26.1435 24.3652 0.569 -0.329 0.155
H 15.1431 -24.7062 10.3038 0.064 0.022 0.003
H 14.6596 -27.2375 23.0424 0.851 -0.039 0.047
H 13.2911 -24.7106 13.2980 -0.320 0.026 -0.137
H 17.7702 -24.6064 9.1517 -0.180 0.092 -0.272
O 8.3712 -19.5783 12.8217 0.116 -0.060 0.072
C 8.6883 -20.8728 12.3831 0.163 -0.796 -0.392
H 17.7747 -25.8724 20.7151 0.288 0.262 -0.213
H 11.0815 -24.7200 10.4536 -0.054 -0.183 0.051
H 13.3676 -24.2725 24.0342 0.153 -0.092 0.221
N 10.7948 -20.7003 13.6887 0.556 -0.705 -0.084
H 13.3565 -28.5953 25.7382 -8.491 -3.635 5.037
C 14.8501 -28.2157 25.6335 5.756 1.786 0.961
C 12.7290 -28.6297 24.8380 -9.375 -2.010 -2.322
H 10.7561 -22.0108 18.1100 -0.189 -0.074 -0.278
H 14.8573 -27.3138 26.2613 0.095 0.176 0.319
C 15.2216 -23.9484 18.4646 -1.106 0.567 -0.424
O 15.7924 -24.7279 19.4656 0.243 -0.022 0.030
H 12.8553 -29.5860 24.3320 0.521 0.137 0.027
C 11.6151 -24.3965 11.3430 0.034 0.772 -0.145
C 17.3555 -24.9847 21.2192 0.044 -0.509 -0.273
H 11.6976 -26.2398 24.7234 -0.069 -0.067 -0.342
O 12.2940 -22.7369 15.1823 0.017 -0.060 -0.603
H 17.6034 -23.7544 19.4791 0.061 0.140 0.067
H 9.1259 -20.8755 11.3746 0.069 0.335 -0.054
H 16.9959 -27.3896 22.3458 0.360 -0.205 0.374
C 11.4358 -17.7822 11.9079 0.505 -0.365 -0.053
N 16.3041 -25.4476 22.1086 -0.031 0.646 0.303
H 13.5860 -19.3263 12.3632 -0.223 0.042 -0.276
N 15.8163 -24.7338 11.0655 0.243 -0.194 -0.108
H 16.3747 -26.7391 10.7715 0.013 -0.080 0.050
H 11.6690 -28.6076 25.1220 -0.357 0.400 -0.479
H 13.2302 -26.1773 25.5141 0.137 0.034 -0.219
H 10.6976 -18.4810 11.5045 -0.053 0.007 0.014
H 10.9511 -16.8290 12.0945 0.048 0.055 0.039
H 10.4669 -19.7594 13.8749 0.030 -0.003 0.085
H 13.8909 -23.3527 12.3359 -0.159 0.042 -0.097
C 15.4486 -26.9814 23.7581 1.934 -0.076 -0.106
O 11.9902 -18.2318 13.1277 -0.314 0.352 0.360
```
Forces are in eV/Å.

Atom charges from the Löwdin analysis, given in e for atoms 1 to 8: -0.219, -0.114, -0.211, 0.091, -0.228, 0.059, 0.109, 0.058